Entry from the OMol25 dataset: a molecular structure, C20H32BrFeN6O3 (wB97M-V/def2-TZVPD).

```
63
C20H32BrFeN6O3 wB97M-V/def2-TZVPD
H 0.905 5.031 -3.090
O -1.047 -0.681 -0.123
H 4.983 -2.587 3.799
C 2.421 -1.611 0.034
N 0.129 4.754 -2.492
H 0.508 4.214 -1.698
H -5.421 -3.918 -4.377
H 3.282 -3.019 3.865
H 4.781 -0.155 1.906
H -2.844 -0.217 3.194
C -0.835 -0.857 2.874
C 5.001 -1.146 1.506
C -0.765 2.479 -2.476
H -1.085 0.404 4.606
H 1.652 -1.592 3.338
C -0.324 0.223 3.846
H -0.160 -2.522 4.142
N -3.343 -1.697 -3.638
N -5.001 -3.022 -4.599
H -0.032 6.840 -2.062
O -0.087 2.368 -1.459
H -1.414 -2.964 2.978
C 4.287 -3.556 1.365
H 5.070 -1.075 0.420
H -0.440 3.675 -4.234
H 4.339 -3.537 0.276
H 3.553 -4.305 1.664
C 3.987 -2.276 3.487
C 1.506 -1.488 2.274
H -1.009 5.768 -1.038
Fe -1.430 -0.107 -2.010
H -3.236 -2.677 -0.611
H 0.589 -0.072 4.360
C -0.673 5.963 -2.055
C 0.254 -1.111 1.829
N -2.836 -1.591 -2.416
C 3.952 -2.176 1.963
H 3.246 -1.812 -0.635
C 0.069 -0.985 0.392
Br 0.965 -1.139 -2.332
C -0.804 3.809 -3.217
C -1.064 -2.172 3.643
H -2.662 6.576 -2.668
C -2.174 4.502 -3.190
H -2.743 4.277 -4.088
O -1.495 1.558 -2.989
N -4.296 -3.227 -2.364
H -2.751 4.155 -2.331
H -4.455 -3.059 -5.453
C -3.432 -2.520 -1.657
C -1.830 5.983 -3.039
H 5.980 -1.450 1.876
C 1.217 -1.246 -0.449
H 5.263 -3.873 1.733
H -1.825 -2.012 4.407
H 3.781 -1.317 3.965
N -4.187 -2.668 -3.550
H -2.113 0.551 1.786
H -2.667 -1.129 1.701
H -1.513 6.410 -3.992
H -0.137 1.163 3.324
C 2.597 -1.748 1.443
C -2.190 -0.385 2.338
```

- <S²> = 8.78
- net charge = +2
- E_HOMO (alpha / beta) (eV) = -14.063 / -14.900
- largest force on an atom (eV Å⁻¹) = 0.09
- gap between HOMO and LUMO (alpha / beta) (eV) = 9.5 / 7.0
- spin multiplicity = 6

These are the Mulliken partial charges, in e, on atoms 1 to 5:
1. H 0.40
2. O -0.88
3. H 0.44
4. C -0.45
5. N -0.07